(1)
Formula: C30H45In2N7O8PS
Source: the Open Molecules 2025 dataset
Level of theory: ωB97M-V/def2-TZVPD

Values from the calculation:
- HOMO level: -9.75 eV
- Lowest unoccupied orbital energy: -4.456 eV
- F_max: 7.7 eV/A
- Kohn-Sham gap: 5.293 eV
- Relative energy (zero: lowest compared OMol25 entry of this formula, charge and spin): 0.0 kcal per mole

ORCA input file:
```
! wB97M-V def2-TZVPD RIJCOSX def2/J DEFGRID3
* xyz 1 1
C 2.28826 -5.29007 0.03473
C -5.60896 -1.60836 3.27625
O 3.96710 -1.73832 3.76841
C 4.04825 -1.47994 -1.15636
C 1.10336 2.34184 -3.18453
C -3.06166 7.61977 3.30134
H 0.50874 3.03025 -5.09120
H -5.41894 -0.05578 1.84977
H 1.04305 3.40818 5.11262
H -4.59107 7.45549 1.69486
H -5.17907 -2.54603 5.21200
H 5.66817 -3.64946 -2.84533
H -4.09754 1.28036 3.65935
H 2.31148 -3.62380 -1.34067
N 0.02632 2.11288 3.84418
O 4.52399 -4.11802 3.58758
C -0.32474 -0.89235 -5.89674
H 4.47229 0.63393 -6.32500
C -3.05437 -1.25210 0.35185
O 2.50136 -0.38890 1.55510
C -1.60157 6.39867 2.08567
C -0.02026 1.53437 6.01120
C 3.44875 0.29705 -5.99838
O 0.40487 -1.40846 0.98530
H -2.22462 -1.86108 0.69577
H -0.40610 1.08443 -6.68181
O 2.24564 -3.26392 2.82192
N 1.19844 1.01320 -5.22893
H 2.56073 -0.66959 -2.62465
H 1.16125 -6.64099 1.26609
H -1.02861 -1.28627 -6.60978
H 2.57787 2.06800 -6.56289
C -4.11417 0.52352 -0.39174
C -4.53588 -0.46754 4.90832
H -1.28581 0.53905 3.27567
C 0.38563 -4.31521 -0.66970
C 0.43848 2.47744 5.05089
H -2.92901 6.08777 0.47860
C -1.76409 7.12176 3.26985
H -4.64969 -2.70341 -0.13583
C -4.62995 0.34451 3.78761
H -0.88487 -0.86764 -4.94957
C -5.17180 -1.66847 4.58179
H -4.30581 1.56915 -0.59480
H 0.41231 -1.74627 -5.74653
N -5.26239 -0.36914 2.80035
N 1.19927 -5.88961 0.58202
C -0.23112 0.38826 5.22727
H 3.67159 -2.40770 -4.22691
C -4.97012 -0.53749 -0.54589
O 0.64394 1.37688 0.95702
H 0.07209 1.60567 7.08625
H 3.03665 2.01431 -4.88013
C 4.93044 -2.94630 -2.54810
H -0.94206 -5.69236 0.45326
H 0.57087 3.16079 -2.62405
C 3.33380 -1.39438 -2.31043
C 2.54466 1.42464 -5.67576
In 6.35657 -1.87398 3.98568
In 2.37161 -2.17021 0.67384
C 3.89422 -2.37354 -3.21005
N -3.01564 0.08761 0.28672
H -0.96398 7.23127 4.01106
H -0.73506 5.86136 1.72329
H -3.97474 -0.13025 5.80872
P 0.83815 -0.05741 1.44998
C -4.26495 -1.69648 -0.13462
H -3.50931 8.16338 4.14542
H -5.90132 -0.50908 -1.02915
H 3.29635 -5.60353 0.17092
H 3.98635 -0.86608 -0.28664
C 0.03947 -5.30501 0.15654
C -3.63091 7.23609 2.05720
C 0.47711 2.06532 -4.52083
H -0.56537 1.71605 -4.37306
S 3.64407 -2.99017 3.14264
N 5.03167 -2.46359 -1.25359
N -2.77432 6.46161 1.37192
H 3.13097 -0.31561 -6.82995
H 1.05677 1.47830 -2.49622
O 0.71211 -0.11280 3.16159
C -0.32527 0.70864 3.81267
H 0.35309 2.56298 3.01903
C 1.78320 -4.15798 -0.60996
O 4.26784 -2.75137 1.66908
H 2.18590 2.56719 -3.18977
H 5.35044 -2.95053 -0.38780
H -6.14431 -2.38306 2.78140
H 3.54508 -0.48719 -5.20856
C 0.39810 0.43439 -6.31102
H -0.33526 -3.65364 -1.17243
H 1.00036 0.15808 -7.20045
H -0.43832 -0.59431 5.62199
H -2.14598 0.58036 0.43721
*
```

Atom charges from the Löwdin analysis, given in e for atoms 1 to 5: -0.03, -0.12, -0.51, -0.23, -0.11



(2)
Formula: C3H10N2O
Source: the Open Molecules 2025 dataset
Level of theory: ωB97M-V/def2-TZVPD

Values from the calculation:
- HOMO level: -8.84 eV
- Lowest unoccupied orbital energy: -0.261 eV
- F_max: 3.4 eV/A
- Kohn-Sham gap: 8.574 eV
- Relative energy (zero: lowest compared OMol25 entry of this formula, charge and spin): 86.5 kcal per mole
- SMILES: C=NC.NCO

ORCA input file:
```
! wB97M-V def2-TZVPD RIJCOSX def2/J DEFGRID3
* xyz 0 1
C -0.42321 2.53115 -0.94598
H -0.02301 -2.08490 -0.03822
H -0.06944 -0.27422 -2.36967
H -1.41874 2.31425 -0.50887
H 1.07752 1.18302 -2.84461
N 0.28830 1.22143 -0.96452
O -0.91440 -0.58726 1.05972
H -1.08133 -2.63563 1.30890
H -0.36665 0.03556 0.55073
C 0.51694 0.59278 -2.06663
H 0.20396 3.23895 -0.38661
H 0.64698 -1.25445 2.56336
H 1.59336 -1.49824 1.16842
H -0.47097 2.91557 -2.02268
C -0.34298 -1.87196 1.00056
N 0.89331 -1.87143 1.79875
*
```

Atom charges from the natural (NBO) analysis, given in e for atoms 1 to 5: -0.42, 0.13, 0.19, 0.23, 0.12



(3)
Formula: C24H29N3O2
Source: the Open Molecules 2025 dataset
Level of theory: ωB97M-V/def2-TZVPD

Values from the calculation:
- HOMO level: -8.99 eV
- Lowest unoccupied orbital energy: 0.021 eV
- F_max: 0.7 eV/A
- Kohn-Sham gap: 9.013 eV
- Relative energy (zero: lowest compared OMol25 entry of this formula, charge and spin): 19.6 kcal per mole
- SMILES: O=C(/C=C/c1cccnc1)NCCCCC1CCN(C(=O)c2ccccc2)CC1

ORCA input file:
```
! wB97M-V def2-TZVPD RIJCOSX def2/J DEFGRID3
* xyz 0 1
C 0.16949 4.91156 -0.34900
H -2.92207 1.75984 1.46111
H 1.19171 -3.13322 0.50458
C -1.70453 3.00143 0.17600
H -2.91330 1.17751 -1.53642
C 1.44685 -1.55086 -0.93410
C 5.56555 -2.02773 0.34823
C -3.98932 -0.05197 -0.06788
O 2.41616 1.18701 1.19204
C -0.75161 -2.35535 -0.00452
H 0.68391 4.82823 1.73557
H -5.39030 -2.17170 0.09318
H -3.04190 -3.27927 -1.50057
C 3.85493 -0.35573 0.11160
H -5.47368 -2.47081 -1.66042
H -1.34356 -4.42694 -0.07203
H -1.12690 -3.78282 1.55279
H 7.39343 -1.65396 -0.70019
H -4.25945 -4.33471 -0.80050
H -3.45427 -4.07585 1.33230
H -1.02932 3.08837 2.21608
H -3.71811 -0.84363 -1.93310
H 0.96139 -1.20937 -1.85978
N 1.43531 -0.46524 0.01488
H -1.25839 -2.00014 -0.90928
H 4.36575 1.33891 -1.08455
C 4.70481 0.39072 -0.69448
C -4.80237 -2.25722 -0.82268
C -0.90803 3.48517 1.21814
H 5.90390 -2.96590 0.76320
H -3.21016 -2.35399 1.14022
C 0.04482 4.45009 0.95381
C 5.97173 -0.08029 -0.99105
C -2.65141 1.93196 0.42596
C 0.67888 -2.75362 -0.38131
C -3.75961 -3.37249 -0.68185
H -1.67246 -0.84776 1.26093
C -3.15250 1.09314 -0.48587
C 6.40270 -1.28956 -0.47192
H 3.64385 -2.13453 1.28701
H 2.47575 -1.82552 -1.16950
C 4.29498 -1.56452 0.63980
O -4.44155 -0.17943 1.05578
C 2.51466 0.19798 0.48638
H -0.17576 -1.53177 1.90125
H 0.90869 5.65565 -0.61404
C -3.03083 -3.31934 0.67007
N -4.17989 -0.97318 -1.04681
H -2.11207 3.27392 -1.93132
H 0.21748 0.78219 1.10435
C 0.10655 -0.03337 0.38822
C -1.52240 -3.55374 0.56107
H 0.66958 -3.54618 -1.13191
C -1.50236 3.56773 -1.08658
H -0.41162 0.34822 -0.50058
H 6.62631 0.50060 -1.62388
N -0.59603 4.48920 -1.34227
C -0.67648 -1.19591 0.99092
*
```

Atom charges from the natural (NBO) analysis, given in e for atoms 1 to 5: 0.04, 0.23, 0.20, -0.13, 0.20



(4)
Formula: C7H13ClPS
Source: the Open Molecules 2025 dataset
Level of theory: ωB97M-V/def2-TZVPD

Values from the calculation:
- HOMO level (alpha / beta): -12.64 / -12.23 eV
- ⟨S²⟩: 2.006
- Lowest unoccupied orbital energy (alpha / beta): -3.033 / -7.231 eV
- F_max: 4.2 eV/A
- Kohn-Sham gap (alpha / beta): 9.606 / 5.003 eV
- Relative energy (zero: lowest compared OMol25 entry of this formula, charge and spin): 0.0 kcal per mole

ORCA input file:
```
! wB97M-V def2-TZVPD RIJCOSX def2/J DEFGRID3
* xyz 1 3
H -0.84177 1.70613 0.68443
S 3.17312 1.42647 1.41953
H -1.33048 -0.52224 2.83206
H 0.75035 -2.47975 1.55380
C -0.18057 -2.16618 1.75930
H 0.15906 0.02717 2.12692
C -0.49325 -0.80049 2.21282
H -1.57093 2.88056 -0.39282
H 0.41035 -1.74640 -2.71451
C -0.77178 -1.20218 0.76783
C -0.42333 -1.80017 -1.94569
Cl 4.80765 1.95461 0.49437
H -0.82779 -2.88173 2.24611
H -1.42787 -1.33546 -2.27038
C 0.59263 2.14832 -0.94690
C -0.73369 2.17876 -0.27542
H 1.51103 2.26014 -0.38808
H -0.70397 1.09021 -2.32394
P 0.19862 -0.59496 -0.68081
C -0.38124 1.08880 -1.23939
H -1.86569 -1.31512 0.48808
H -0.63137 -2.88453 -1.72612
H 0.58094 2.96804 -1.68120
*
```

Atom charges from the natural (NBO) analysis, given in e for atoms 1 to 5: 0.21, 0.08, 0.25, 0.22, -0.38



(5)
Formula: C8H11N4O3
Source: the Open Molecules 2025 dataset
Level of theory: ωB97M-V/def2-TZVPD

Values from the calculation:
- HOMO level (alpha / beta): -2.72 / -3.59 eV
- ⟨S²⟩: 2.102
- Lowest unoccupied orbital energy (alpha / beta): 3.589 / 2.584 eV
- F_max: 4.5 eV/A
- Kohn-Sham gap (alpha / beta): 6.311 / 6.175 eV

ORCA input file:
```
! wB97M-V def2-TZVPD RIJCOSX def2/J DEFGRID3
* xyz -1 3
H -1.73390 -1.89863 0.59221
H -2.40365 1.62530 -1.51849
H 0.48314 -3.06162 0.46911
C -0.14367 1.13595 0.71690
C -0.49135 -0.66119 -0.82999
H 1.91796 1.15353 1.69522
H -2.57114 1.00007 0.00230
C -1.10014 -0.94589 0.34891
H 2.03767 -3.62954 0.55541
C -2.10613 1.81365 -0.51717
H 1.80862 -1.76440 -1.48945
H -2.34578 2.75979 -0.14022
C 0.11602 0.64306 -0.66582
N -0.74873 -1.38089 -1.91173
H 1.41733 2.69800 0.91567
O -0.29280 -1.09737 -3.05092
N 1.33364 -3.24524 -0.04424
N -0.68313 1.78794 -0.48922
H 1.81779 1.76870 -1.36356
C -0.90543 0.03173 1.34749
O 1.94452 -2.02947 -0.57074
C 1.36693 1.61376 0.84169
H 2.11876 0.25655 -0.50311
N -1.35445 -0.23876 2.60448
C 1.52353 1.13568 -0.55668
O -1.00562 0.52932 3.56195
*
```

Atom charges from the natural (NBO) analysis, given in e for atoms 1 to 5: 0.21, 0.19, 0.36, 0.09, 0.02



(6)
Formula: C24H28CrF3N11SSe
Source: the Open Molecules 2025 dataset
Level of theory: ωB97M-V/def2-TZVPD

Values from the calculation:
- HOMO level (alpha / beta): -15.65 / -15.69 eV
- ⟨S²⟩: 3.810
- Lowest unoccupied orbital energy (alpha / beta): -8.369 / -8.278 eV
- F_max: 0.8 eV/A
- Kohn-Sham gap (alpha / beta): 7.286 / 7.410 eV

ORCA input file:
```
! wB97M-V def2-TZVPD RIJCOSX def2/J DEFGRID3
* xyz 3 4
N 1.58153 -2.52787 2.79355
H 0.92870 2.77890 1.07030
H -1.87751 2.08910 1.14931
H 0.08473 -3.02142 7.72477
N -0.95510 -1.54984 -1.32466
C -2.58885 1.39240 0.72730
H 0.79777 5.23846 0.68884
C -2.31792 -1.57020 -1.34341
H -4.29446 2.33565 1.59873
N 0.96954 -2.80296 -1.68796
H 1.31023 -3.71913 -1.94678
N 1.57868 0.13767 -2.22413
C -4.31875 -0.39120 -0.40319
C -4.82612 0.63629 0.38195
C -0.07201 4.99609 -1.27659
C -0.98487 4.54416 -3.58037
H -2.59484 -5.10253 -3.69756
C 1.10866 -1.30205 2.54029
H 5.08280 2.27650 -2.91589
H 0.42252 1.03899 4.53528
Cr -0.25510 0.30199 -0.87992
H -4.06465 -4.25780 -3.29489
C -0.38210 -2.67464 -1.82893
N -3.06212 -4.33807 -3.23676
C 0.59192 -1.82416 4.64668
H -5.89247 0.73622 0.53741
C 0.49683 3.19280 0.16642
N -3.05259 -2.46765 -1.91240
F -0.12714 4.06525 -4.50871
C -0.50214 2.72644 -1.90109
C -0.53139 4.09039 -2.21203
C 0.41431 -2.96621 6.69589
C 2.82487 0.90282 -2.05411
C -2.95667 -0.47348 -0.58019
H 3.19052 0.74702 -1.04107
H 2.58001 1.96401 -2.15038
C -2.36803 -3.46500 -2.53947
S -1.11855 1.40029 -2.84514
Se 1.46310 -0.34897 0.95426
C -0.14282 0.43821 3.82473
N 0.50247 -0.85366 3.64267
F -2.19997 4.09294 -3.88301
N 0.03930 2.30660 -0.73748
H 1.35450 -2.41060 -0.83491
N 4.62182 1.72521 -3.64352
C 0.43930 4.54399 -0.05712
C 1.56791 -4.03912 4.84261
H 1.13520 0.38943 -3.10537
H 4.68947 -0.10066 -2.61434
H -1.15146 0.28756 4.20474
H 2.11445 -4.87328 4.42234
H 1.76104 -0.86653 -2.25883
N -2.09644 0.41537 -0.03793
C 1.28603 -2.89700 4.10504
H 2.10067 -3.08242 2.13454
C -3.94437 1.52982 0.96851
C 0.13715 -1.83232 5.95972
N -1.03532 -3.62235 -2.45092
F -0.98781 5.86970 -3.67182
H 5.34722 1.44776 -4.31054
H -0.39827 -0.99548 6.38869
H 3.97471 2.34219 -4.13910
H -4.95391 -1.12749 -0.87560
H -0.18468 0.94927 2.86861
H 1.31348 -4.91559 6.76639
H -0.10981 6.05519 -1.49812
C 1.11780 -4.05089 6.14706
H 3.49920 -0.03075 -3.91180
C 3.91977 0.51666 -3.07060
*
```

Atom charges from the natural (NBO) analysis, given in e for atoms 1 to 5: -0.51, 0.23, 0.21, 0.25, -0.66



Question: Look up the F_max of the first one.
Answer: 7.7 eV/A



Please write out number 6 again, unchanged.
Formula: C24H28CrF3N11SSe
Source: the Open Molecules 2025 dataset
Level of theory: ωB97M-V/def2-TZVPD

Values from the calculation:
- HOMO level (alpha / beta): -15.65 / -15.69 eV
- ⟨S²⟩: 3.810
- Lowest unoccupied orbital energy (alpha / beta): -8.369 / -8.278 eV
- F_max: 0.8 eV/A
- Kohn-Sham gap (alpha / beta): 7.286 / 7.410 eV

ORCA input file:
```
! wB97M-V def2-TZVPD RIJCOSX def2/J DEFGRID3
* xyz 3 4
N 1.58153 -2.52787 2.79355
H 0.92870 2.77890 1.07030
H -1.87751 2.08910 1.14931
H 0.08473 -3.02142 7.72477
N -0.95510 -1.54984 -1.32466
C -2.58885 1.39240 0.72730
H 0.79777 5.23846 0.68884
C -2.31792 -1.57020 -1.34341
H -4.29446 2.33565 1.59873
N 0.96954 -2.80296 -1.68796
H 1.31023 -3.71913 -1.94678
N 1.57868 0.13767 -2.22413
C -4.31875 -0.39120 -0.40319
C -4.82612 0.63629 0.38195
C -0.07201 4.99609 -1.27659
C -0.98487 4.54416 -3.58037
H -2.59484 -5.10253 -3.69756
C 1.10866 -1.30205 2.54029
H 5.08280 2.27650 -2.91589
H 0.42252 1.03899 4.53528
Cr -0.25510 0.30199 -0.87992
H -4.06465 -4.25780 -3.29489
C -0.38210 -2.67464 -1.82893
N -3.06212 -4.33807 -3.23676
C 0.59192 -1.82416 4.64668
H -5.89247 0.73622 0.53741
C 0.49683 3.19280 0.16642
N -3.05259 -2.46765 -1.91240
F -0.12714 4.06525 -4.50871
C -0.50214 2.72644 -1.90109
C -0.53139 4.09039 -2.21203
C 0.41431 -2.96621 6.69589
C 2.82487 0.90282 -2.05411
C -2.95667 -0.47348 -0.58019
H 3.19052 0.74702 -1.04107
H 2.58001 1.96401 -2.15038
C -2.36803 -3.46500 -2.53947
S -1.11855 1.40029 -2.84514
Se 1.46310 -0.34897 0.95426
C -0.14282 0.43821 3.82473
N 0.50247 -0.85366 3.64267
F -2.19997 4.09294 -3.88301
N 0.03930 2.30660 -0.73748
H 1.35450 -2.41060 -0.83491
N 4.62182 1.72521 -3.64352
C 0.43930 4.54399 -0.05712
C 1.56791 -4.03912 4.84261
H 1.13520 0.38943 -3.10537
H 4.68947 -0.10066 -2.61434
H -1.15146 0.28756 4.20474
H 2.11445 -4.87328 4.42234
H 1.76104 -0.86653 -2.25883
N -2.09644 0.41537 -0.03793
C 1.28603 -2.89700 4.10504
H 2.10067 -3.08242 2.13454
C -3.94437 1.52982 0.96851
C 0.13715 -1.83232 5.95972
N -1.03532 -3.62235 -2.45092
F -0.98781 5.86970 -3.67182
H 5.34722 1.44776 -4.31054
H -0.39827 -0.99548 6.38869
H 3.97471 2.34219 -4.13910
H -4.95391 -1.12749 -0.87560
H -0.18468 0.94927 2.86861
H 1.31348 -4.91559 6.76639
H -0.10981 6.05519 -1.49812
C 1.11780 -4.05089 6.14706
H 3.49920 -0.03075 -3.91180
C 3.91977 0.51666 -3.07060
*
```

Atom charges from the natural (NBO) analysis, given in e for atoms 1 to 5: -0.51, 0.23, 0.21, 0.25, -0.66



Question: Number 2 is which compound?
Answer: C3H10N2O



Question: Which of these has the lowest F_max?
Answer: C24H29N3O2